Record 1
Below is C24H50BClF4P2ReSi2 as an isolated structure, with properties calculated with ωB97M-V with the def2-TZVPD basis set.

Computed properties:
LUMO energy (spin up / spin down) = 0.0092 / -0.1430 Eh
Molecular weight = 765.25 g mol⁻¹
Frontier orbital gap (spin up / spin down) = 5.94 / 3.84 eV
HOMO level (spin up / spin down) = -5.6899 / -7.7282 eV
E = -86229.26331 eV

```
! wB97M-V def2-TZVPD RIJCOSX def2/J DEFGRID3
* xyz 0 4
Re 0.007 -0.371 -0.145
Cl 4.748 1.993 -2.472
P -1.171 1.188 -2.133
P 1.728 -0.574 2.005
Si -3.492 -0.745 -1.591
Si -0.359 -2.656 2.859
F 1.635 3.962 0.656
F -0.627 2.574 2.011
F 0.297 1.663 0.297
F -0.328 4.532 1.408
C 3.848 -2.282 3.026
C 3.003 -1.959 1.799
C -1.932 -2.601 3.850
C 2.165 2.158 2.286
C -2.970 1.049 -1.875
C -0.263 3.679 -1.166
C -1.981 -1.719 0.666
C 0.475 -4.294 3.095
C -3.942 -1.606 -3.168
C -0.775 -2.094 -1.267
C 0.502 0.342 -4.236
C -2.038 -1.549 -0.761
C -0.805 3.003 -2.340
C -0.966 0.460 -3.859
C -1.984 3.852 -2.825
C -0.747 -2.337 1.071
C 0.730 -1.209 3.395
C -4.941 -0.753 -0.425
C 1.848 0.536 -1.050
C 2.943 0.851 4.189
C -1.765 1.137 -4.963
C -0.002 -2.564 -0.168
C 3.883 -1.723 0.579
C 2.730 0.867 2.684
B 0.318 3.251 0.858
H -1.647 4.878 -3.077
H 4.403 -3.231 2.844
H -1.369 -0.567 -3.725
H -3.191 1.595 -0.925
H 2.000 1.059 4.721
H -2.740 3.948 -2.030
H -3.600 1.549 -2.669
H -0.285 -5.109 3.103
H -2.403 -1.600 3.828
H -2.681 -3.330 3.474
H -5.199 -1.781 -0.095
H 2.355 -2.835 1.590
H 1.826 1.438 -1.792
H 3.252 -2.429 3.937
H 3.346 -0.103 4.574
H -1.008 3.710 -0.340
H -2.487 3.451 -3.725
H 1.001 -4.338 4.072
H 1.982 2.180 1.185
H 1.027 -0.383 -3.581
H -1.722 0.506 -5.882
H 4.605 -1.503 3.214
H 0.591 -0.018 -5.278
H -0.026 3.038 -3.154
H 4.373 -0.742 0.605
H -5.834 -0.331 -0.919
H 4.670 -2.498 0.535
H 2.277 -0.260 -1.685
H -0.547 -2.239 -2.310
H 1.211 -4.553 2.313
H -4.526 -2.529 -2.944
H 3.728 0.752 2.191
H 0.034 -0.379 3.675
H 1.199 2.378 2.787
H 0.915 -3.128 -0.237
H 0.672 3.020 -0.813
H -4.590 -0.965 -3.802
H 1.029 1.302 -4.163
H -2.827 1.267 -4.714
H 3.293 -1.784 -0.357
H -3.080 -1.916 -3.785
H 2.825 3.012 2.462
H -1.730 -2.850 4.906
H -4.746 -0.152 0.482
H -2.749 -1.385 1.350
H -1.336 2.117 -5.231
H 3.660 1.645 4.477
H 0.187 4.618 -1.292
H 2.776 0.858 -0.422
H 1.315 -1.447 4.334
*
```

Löwdin atomic charge list, values in e, 8 entries: atom 1 (Re): 1.23, atom 2 (Cl): 0.08, atom 3 (P): 0.99, atom 4 (P): 1.03, atom 5 (Si): 0.47, atom 6 (Si): 0.48, atom 7 (F): -0.01, atom 8 (F): -0.15

Record 2
Below is a 3-piece molecular cluster, C24H50FIN3O9S3 overall, with properties calculated with ωB97M-V with the def2-TZVPD basis set.

Computed properties:
LUMO energy = -0.1073 Eh
Molecular weight = 766.78 g mol⁻¹
Frontier orbital gap = 9.10 eV
HOMO level = -12.0234 eV
E = -91907.34302 eV

```
! wB97M-V def2-TZVPD RIJCOSX def2/J DEFGRID3
* xyz 1 1
I 3.181 -3.111 -2.790
S 6.333 -8.727 -1.578
S -2.486 4.665 6.425
S 0.377 3.390 0.172
F 2.023 3.650 0.017
O -1.853 4.200 7.624
O -2.990 3.753 5.434
O 5.682 -8.307 -0.369
O 5.511 -8.155 -2.841
O -0.282 4.375 -0.693
O 7.732 -8.503 -1.799
O 0.041 3.667 1.569
O -1.882 -0.760 4.490
O -1.520 5.732 5.703
N -0.772 0.929 0.668
N -2.693 -0.314 -0.011
N -1.817 1.664 -2.076
C 0.509 2.213 -2.896
C 1.422 -0.547 -2.343
C -0.355 1.413 -1.832
C -0.116 -0.160 -2.147
C -0.131 4.418 4.193
C -0.570 1.778 -7.863
C 5.992 -10.441 -1.847
C -3.778 5.791 6.859
C -2.233 1.035 0.409
C 0.074 1.615 -0.317
C 5.265 -6.749 -2.909
C -0.267 2.348 -6.821
C 6.506 -5.983 -3.329
C -4.159 -0.525 0.072
C -0.431 -0.838 4.392
C -2.592 1.997 -0.842
C -2.344 -0.502 3.119
C -0.180 5.336 5.399
C -2.989 1.683 1.645
C 1.801 -1.923 -1.586
C -4.577 -1.459 -1.186
C -2.776 1.019 3.072
C 0.190 1.725 -4.410
C 0.209 2.963 -5.439
H 1.630 2.131 -2.750
H 0.877 -2.531 -1.336
H 7.281 -6.040 -2.563
H -0.609 3.460 4.411
H -0.523 3.776 -5.146
H 1.655 -0.715 -3.443
H 2.367 -1.646 -0.645
H 6.317 -10.711 -2.851
H -0.970 1.184 -8.722
H 0.376 6.249 5.178
H 1.256 3.353 -5.628
H -4.426 -1.094 1.019
H -0.857 1.277 -4.500
H -0.020 0.063 3.824
H -0.507 1.220 1.616
H 6.927 -6.402 -4.246
H 0.291 3.337 -2.917
H -4.113 1.814 1.491
H -5.313 -2.266 -0.908
H 6.272 -4.929 -3.493
H -0.128 -1.811 3.869
H -1.895 2.470 -2.720
H 6.552 -11.012 -1.108
H 0.901 4.220 3.900
H 0.058 -0.887 5.417
H -5.105 -0.781 -1.943
H 2.139 0.231 -1.915
H -4.129 6.289 5.956
H -3.767 1.100 3.634
H -2.249 0.860 -2.571
H -2.468 3.056 -0.471
H 0.293 4.873 6.269
H 4.924 -10.612 -1.724
H -0.507 -0.825 -1.313
H -3.243 -1.187 2.982
H -2.177 -1.070 0.446
H 4.483 -6.601 -3.658
H -2.032 1.631 3.668
H -0.662 4.859 3.350
H -2.598 2.759 1.724
H 1.102 1.117 -0.234
H -4.588 5.213 7.303
H -3.392 6.512 7.577
H -3.659 -1.854 -1.728
H 0.942 0.933 -4.712
H -4.789 0.403 -0.011
H -3.695 1.895 -1.119
H -1.485 -0.793 2.447
H -0.666 -0.492 -3.087
H 4.874 -6.379 -1.957
*
```

Löwdin atomic charge list, values in e, 8 entries: atom 1 (I): 0.76, atom 2 (S): 0.59, atom 3 (S): 0.60, atom 4 (S): 0.80, atom 5 (F): -0.19, atom 6 (O): -0.27, atom 7 (O): -0.30, atom 8 (O): -0.28

Record 3
Below is a 5-piece molecular cluster, C24H50FO7PS4 overall, with properties calculated with ωB97M-V with the def2-TZVPD basis set.

Computed properties:
LUMO energy = 0.0071 Eh
Molecular weight = 628.90 g mol⁻¹
Frontier orbital gap = 8.48 eV
HOMO level = -8.2843 eV
E = -95362.16064 eV

```
! wB97M-V def2-TZVPD RIJCOSX def2/J DEFGRID3
* xyz 0 1
S 0.516 -4.731 -2.194
S -2.148 9.073 2.681
S -0.971 -9.943 -1.126
S -5.078 -0.409 -0.679
P -0.021 0.777 -2.678
F 5.827 -0.723 0.274
O -1.490 0.427 -3.141
O 3.435 -0.916 0.364
O 0.435 -1.166 -0.623
O -5.036 1.069 -0.431
O -0.777 8.490 2.514
O 0.478 -3.834 -3.396
O -1.705 -8.642 -1.263
C 0.587 4.814 2.493
C 1.209 3.711 3.585
C -0.410 -10.427 -2.777
C -3.975 -0.757 -2.071
C 4.574 1.450 0.455
C -0.550 2.791 0.918
C 0.955 2.107 3.337
C -0.893 5.431 0.038
C -0.284 4.393 1.168
C 4.429 1.635 -1.201
C -0.338 -6.264 -2.634
C -0.741 -4.140 -1.035
C 0.956 -0.680 -1.911
C 0.069 1.679 1.993
C 5.983 2.232 0.849
C -2.211 -11.250 -0.957
C 6.005 2.759 2.423
C 2.250 -0.819 1.245
C -6.616 -0.768 -1.563
C 0.925 -0.281 0.446
C -0.240 0.086 1.586
C 4.579 -0.153 0.906
C -3.207 8.347 1.407
C -2.929 8.231 4.079
H -1.249 -10.409 -3.477
H -2.722 -11.121 0.000
H -1.172 2.440 -0.012
H 5.045 2.564 -1.599
H -0.603 4.956 -1.018
H 2.084 -1.819 1.844
H 0.256 -6.789 -3.386
H -6.704 -0.122 -2.440
H -2.872 8.708 0.431
H -2.400 8.510 4.993
H 1.839 4.097 4.522
H 4.995 3.307 2.657
H 3.707 2.066 0.948
H -0.436 -6.895 -1.747
H -1.719 -12.226 -0.974
H -0.355 6.466 0.133
H 0.024 -11.428 -2.736
H 2.086 -0.307 -1.830
H -0.003 1.897 -1.772
H 6.169 3.202 0.184
H 0.718 1.168 -3.882
H -2.940 -11.183 -1.768
H -0.432 -3.162 -0.658
H 0.926 -1.565 -2.688
H 4.694 -0.216 2.074
H -6.628 -1.817 -1.867
H -3.132 7.257 1.434
H 1.229 0.754 -0.064
H -2.073 5.493 0.084
H -4.224 -0.112 -2.916
H -1.325 -6.038 -3.045
H 0.352 -9.716 -3.106
H -1.300 -0.020 1.049
H 2.521 0.006 2.065
H -0.197 -0.615 2.524
H -0.826 -4.838 -0.200
H 6.938 1.551 0.728
H -2.872 7.149 3.943
H 6.891 3.535 2.613
H -3.973 8.545 4.157
H -4.242 8.657 1.570
H 3.287 1.790 -1.402
H 0.780 5.960 2.669
H -7.455 -0.579 -0.889
H 4.867 0.653 -1.694
H -2.947 -0.562 -1.756
H 6.229 1.831 3.105
H 1.343 1.231 4.021
H -1.704 -4.043 -1.544
H -4.071 -1.807 -2.358
*
```

Löwdin atomic charge list, values in e, 8 entries: atom 1 (S): 0.82, atom 2 (S): 0.81, atom 3 (S): 0.82, atom 4 (S): 0.79, atom 5 (P): 0.79, atom 6 (F): -0.08, atom 7 (O): -0.52, atom 8 (O): -0.14

Record 4
Below is C24H50GeN5O4PY as an isolated structure, with properties calculated with ωB97M-V with the def2-TZVPD basis set.

Computed properties:
LUMO energy = -0.0693 Eh
Molecular weight = 665.19 g mol⁻¹
Frontier orbital gap = 7.82 eV
HOMO level = -9.7106 eV
E = -108187.46457 eV

```
! wB97M-V def2-TZVPD RIJCOSX def2/J DEFGRID3
* xyz 1 1
Y 0.424 0.776 0.960
Ge 2.982 -0.271 2.276
P -0.499 -0.154 -2.399
O 0.406 1.289 3.504
O -0.242 2.953 1.575
O 0.016 0.606 -1.185
O -1.057 -0.259 2.012
N -0.583 -2.229 3.209
N -0.306 0.620 -3.824
N -1.363 4.366 2.925
N -2.102 -0.397 -2.267
N 0.330 -1.555 -2.481
C 0.992 0.570 -4.529
C -0.721 3.229 2.695
C -1.970 4.695 4.210
C -0.101 -2.642 -3.377
C 1.612 -1.864 -1.824
C 4.285 -1.281 1.233
C -4.057 -1.387 -1.384
C -3.025 -0.637 -3.398
C -0.053 -0.940 2.781
C -1.481 5.378 1.881
C 3.008 1.600 1.482
C 0.155 -0.050 4.014
C 0.852 1.654 -5.592
C -2.623 -1.012 -1.023
C 1.080 -3.614 -3.361
C -0.596 2.223 3.827
C -1.079 -3.050 2.121
C 0.002 2.710 -4.889
C 3.634 0.015 4.099
C 1.248 -1.076 1.913
C 1.712 -3.377 -1.992
C 0.293 -2.989 4.083
C -3.965 -1.716 -2.872
C -1.031 1.868 -4.144
H 1.816 2.027 -5.930
H -2.294 3.803 4.738
H -2.522 5.474 1.572
H 2.413 2.321 2.052
H 4.045 1.923 1.579
H 1.451 -2.142 1.850
H 5.270 -0.818 1.304
H -4.928 -1.707 -3.378
H -1.011 -3.111 -2.990
H -4.716 -0.531 -1.229
H 4.683 0.315 4.065
H 1.821 0.805 -3.852
H -3.517 -2.703 -3.012
H -2.558 -0.327 -0.179
H 1.123 -3.867 -1.213
H -1.888 1.648 -4.785
H -1.281 5.261 4.839
H -0.741 -0.054 4.633
H 2.804 1.737 0.406
H -0.458 3.421 -5.572
H 3.067 0.806 4.591
H -1.567 1.725 3.924
H -3.577 0.280 -3.623
H 4.365 -2.304 1.604
H -2.035 -1.900 -0.766
H 2.444 -1.363 -2.333
H 1.595 -1.573 -0.774
H 0.614 3.268 -4.177
H -0.279 -3.453 1.476
H 1.168 -0.420 -4.950
H 0.765 -4.643 -3.522
H -0.232 -3.888 4.403
H -1.759 -2.460 1.513
H 0.318 1.259 -6.459
H 1.028 -0.332 4.596
H 1.232 -3.306 3.603
H -4.428 -2.211 -0.778
H 1.787 -3.351 -4.150
H -0.353 2.718 4.771
H -0.874 5.094 1.030
H 0.545 -2.419 4.977
H -0.316 -2.271 -4.382
H -1.619 -3.896 2.545
H -1.139 6.335 2.272
H 2.738 -3.735 -1.922
H -2.483 -0.935 -4.294
H 3.997 -1.323 0.182
H 3.561 -0.893 4.697
H -2.851 5.306 4.024
H -1.400 2.352 -3.238
*
```

Löwdin atomic charge list, values in e, 8 entries: atom 1 (Y): 1.45, atom 2 (Ge): 0.77, atom 3 (P): 0.56, atom 4 (O): -0.21, atom 5 (O): -0.06, atom 6 (O): -0.38, atom 7 (O): -0.30, atom 8 (N): -0.19

Record 5
Below is a 3-piece molecular cluster, C24H51ClIN2O4P2 overall, with properties calculated with ωB97M-V with the def2-TZVPD basis set.

Computed properties:
LUMO energy (spin up / spin down) = -0.1248 / -0.1250 Eh
Molecular weight = 655.99 g mol⁻¹
Frontier orbital gap (spin up / spin down) = 6.98 / 7.72 eV
HOMO level (spin up / spin down) = -10.3719 / -11.1242 eV
E = -76076.36484 eV

```
! wB97M-V def2-TZVPD RIJCOSX def2/J DEFGRID3
* xyz 1 3
I 0.834 5.169 -3.541
Cl 4.048 5.406 -1.766
P 2.631 2.712 -1.570
P 3.074 0.730 -0.632
O 1.727 -0.195 -1.011
O -2.058 0.049 2.354
O -2.604 -1.284 -4.660
O 2.966 1.053 1.031
N -2.621 -2.334 -3.883
N -0.930 -0.147 2.989
C 0.144 -2.862 -3.051
C -2.163 -1.911 -2.537
C -1.227 2.253 3.617
C -0.335 -3.201 -4.461
C -2.228 -4.786 -3.927
C -0.652 -1.695 -2.478
C -1.575 -0.981 5.728
C -1.732 0.472 5.286
C 0.837 3.075 -1.228
C -1.855 -3.420 -4.552
C 0.365 4.528 -1.502
C 6.092 4.215 0.312
C 0.631 0.979 4.557
C 0.786 5.565 -0.422
C -2.865 -0.623 -2.082
C -0.840 0.846 4.092
C 5.285 3.274 -0.665
C 3.854 3.884 -0.799
C -1.217 -2.488 2.175
C -0.851 -1.585 3.360
C -2.566 -2.945 -1.472
C -2.240 -3.552 -6.032
C -1.756 -1.932 4.548
C 0.606 -1.968 3.691
H -1.037 -3.535 2.422
H 6.962 4.666 -0.172
H 5.287 2.281 -0.198
H 1.674 5.277 0.153
H 6.482 3.627 1.158
H -0.347 -1.522 -1.443
H -0.043 -2.386 -5.132
H -0.602 -1.137 6.204
H 0.263 2.426 -1.916
H -1.069 2.976 4.418
H 3.523 4.103 0.227
H -3.949 -0.729 -2.132
H 5.834 3.278 -1.612
H -2.600 -0.396 -1.047
H -1.563 -2.956 4.873
H 0.880 0.318 5.385
H -2.277 2.326 3.336
H -0.619 2.561 2.761
H -2.003 -3.874 -1.518
H -3.628 -3.186 -1.534
H -1.513 1.135 6.127
H -2.268 -2.411 1.899
H -2.320 -1.207 6.494
H -2.781 0.644 5.026
H -0.611 -2.245 1.299
H -2.804 -1.901 4.236
H -3.315 -3.704 -6.146
H 0.072 -3.736 -2.398
H -3.255 -4.786 -3.558
H 0.700 -3.051 3.784
H 0.843 1.988 4.911
H -1.567 -5.081 -3.113
H 2.314 1.756 1.123
H 0.966 -1.561 4.632
H -1.731 -4.408 -6.476
H 2.882 2.524 -2.960
H 1.285 -1.649 2.897
H -2.164 -5.587 -4.663
H 5.437 4.975 0.766
H 1.326 0.785 3.737
H 1.206 -2.601 -3.081
H -0.045 5.611 0.305
H 1.034 0.094 -0.403
H -2.378 -2.536 -0.479
H -0.385 -0.788 -3.034
H -1.952 -2.680 -6.619
H 0.184 -4.093 -4.819
H -0.733 4.498 -1.483
H 0.894 6.581 -0.814
H -2.576 0.243 -2.680
H 0.523 2.771 -0.211
*
```

Löwdin atomic charge list, values in e, 8 entries: atom 1 (I): 0.83, atom 2 (Cl): 0.61, atom 3 (P): 0.88, atom 4 (P): 0.80, atom 5 (O): -0.32, atom 6 (O): -0.02, atom 7 (O): -0.01, atom 8 (O): -0.29